No. 1
Molecular formula: C21H24N2O3
Method: DFT, ωB97M-V with the def2-TZVPD basis set

Summary:
F_max in eV/A: 0.6
Energy in eV: -31290.110
Energy above the lowest of the compared OMol25 structures with the same formula, charge and spin in kcal/mol: 23.52
Total charge: 0
E_LUMO in eV: 0.54

Element x y z (Å)
C 3.2840 4.1933 -1.3436
O 3.1534 3.9666 0.0408
C 2.5401 2.8348 0.4611
C 2.4356 2.6798 1.8480
C 1.8088 1.5812 2.3862
C 1.2832 0.5877 1.5554
C 0.6004 -0.6152 2.0650
O 0.7018 -1.6854 1.4936
C -0.2255 -0.4771 3.3404
C -1.0719 -1.7380 3.5353
C -2.0407 -1.8966 2.3422
N -2.1255 -0.6638 1.5967
C -1.8777 -0.4474 0.2667
O -2.1178 0.6276 -0.2490
N -1.3668 -1.5330 -0.4121
C -1.0757 -1.5545 -1.7792
C -1.8062 -0.8258 -2.7124
C -1.5011 -0.9269 -4.0561
C -0.4790 -1.7519 -4.5088
C -0.1818 -1.8746 -5.9736
C 0.2425 -2.4781 -3.5700
C -0.0474 -2.3827 -2.2232
C -2.3802 0.4733 2.4483
C -1.1466 0.7526 3.3311
C 1.4276 0.7281 0.1766
C 2.0320 1.8411 -0.3718
H 2.3077 4.2404 -1.8351
H 3.7826 5.1566 -1.4374
H 3.8957 3.4210 -1.8200
H 2.8557 3.4469 2.4794
H 1.7573 1.4778 3.4598
H 0.4883 -0.3850 4.1669
H -0.4232 -2.6109 3.6030
H -1.6268 -1.6500 4.4700
H -3.0461 -2.1405 2.7120
H -1.7248 -2.7132 1.6971
H -0.7712 -2.1468 0.1308
H -2.5966 -0.1750 -2.3787
H -2.0750 -0.3535 -4.7703
H -0.8305 -2.6263 -6.4256
H -0.3576 -0.9306 -6.4850
H 0.8498 -2.1780 -6.1372
H 1.0444 -3.1258 -3.8958
H 0.5275 -2.9488 -1.5029
H -3.2566 0.2536 3.0672
H -2.6059 1.3260 1.8077
H -0.6091 1.6207 2.9524
H -1.4639 0.9708 4.3522
H 1.0383 -0.0394 -0.4744
H 2.0995 1.9224 -1.4446

No. 2
Molecular formula: C21H43N2OP3SYb
Method: DFT, ωB97M-V with the def2-TZVPD basis set

Summary:
F_max in eV/A: 3.1
Energy in eV: -97707.153
Total charge: +3
2S+1: 2
E_LUMO (spin up / spin down) in eV: -9.91 / -11.83

Element x y z (Å)
Yb -0.7873 -0.1252 0.2886
P 1.9370 0.8706 2.0338
P -0.5958 2.3010 -0.8422
P 1.7278 -0.5286 -1.0341
H -1.5739 -3.0628 0.8479
C -0.4893 -3.2474 0.7367
C 0.3724 -3.0919 1.7494
H 0.0390 -2.7708 2.7367
C 1.8462 1.3121 3.8144
C 2.7464 2.4531 1.5397
C 3.4574 -0.1484 2.2467
C -2.1226 1.7772 -1.7076
C -1.4859 3.2334 0.4338
C 0.2038 3.5096 -1.9218
C 2.6028 -2.1269 -0.9053
C 3.0948 0.5256 -1.6307
C 0.8894 -0.8405 -2.6279
H -0.1819 -3.5536 -0.2717
H 1.4325 -3.3131 1.6632
H 1.4999 0.4560 4.4106
H 1.1716 2.1618 3.9841
H 2.8617 1.5938 4.1466
H 2.0077 3.2630 1.5986
H 3.1434 2.4003 0.5206
H 3.5698 2.6810 2.2307
H 3.1782 -1.0869 2.7410
H 4.1659 0.3867 2.8929
H 3.9541 -0.3760 1.2987
H -2.6276 2.6671 -2.1140
H -2.8293 1.2129 -1.0691
H -1.7861 1.1271 -2.5176
H -2.1790 3.9454 -0.0456
H -0.7235 3.7503 1.0286
H -2.0426 2.5397 1.0962
H -0.4672 4.3099 -2.2653
H 0.6305 2.9834 -2.7891
H 1.0339 3.9496 -1.3504
H 2.9635 -2.3847 -1.9114
H 1.9285 -2.9090 -0.5317
H 3.4467 -2.0213 -0.2141
H 3.4839 0.0915 -2.5617
H 3.8885 0.5636 -0.8752
H 2.7290 1.5410 -1.8256
H 1.6260 -1.2803 -3.3161
H 0.4922 0.0805 -3.0720
H 0.0560 -1.5452 -2.4982
C -1.9509 -1.2428 -4.8470
C -3.0824 -1.1683 -5.6803
C -3.4338 -2.3337 -6.3858
C -2.6601 -3.5158 -6.2414
C -1.4390 -3.4978 -5.5273
C -1.0282 -2.3002 -4.9052
O -1.8346 -0.3139 -3.8375
H -2.6993 0.1788 -3.7310
H -3.6417 -0.2105 -5.7183
H -4.2963 -2.3017 -7.0576
H -2.9951 -4.4370 -6.7209
H -0.8065 -4.3931 -5.4675
H -0.0404 -2.1799 -4.4432
C -1.2283 -1.5203 5.1650
N -1.3772 -0.0728 5.1565
C -1.1524 0.7679 6.2381
C -1.2963 2.0477 5.7978
N -1.6643 1.9748 4.4623
C -1.7097 0.6648 4.0457
S -2.3520 0.0854 2.6000
H -2.0904 -1.9542 4.6619
H -0.3156 -1.8486 4.6569
H -1.1581 -1.8509 6.2046
H -0.9482 0.4020 7.2348
H -1.2477 2.9735 6.3459
H -1.8397 2.7721 3.8528

No. 3
Molecular formula: C19H29F12NO8P
Method: DFT, ωB97M-V with the def2-TZVPD basis set

Summary:
F_max in eV/A: 0.5
Energy in eV: -79935.109
Total charge: +1
E_LUMO in eV: -4.19

Element x y z (Å)
C 1.6244 -4.8491 0.7397
C 2.3733 -4.2657 1.8965
N 1.8454 -4.2036 3.0433
C 3.7753 -3.7285 1.6036
P 3.6409 -2.0681 0.8755
H 0.7666 -5.3945 1.1197
H 2.2555 -5.4988 0.1366
H 1.2404 -4.0573 0.0904
H 2.4659 -3.7772 3.7340
H 4.3340 -4.3543 0.9086
H 4.3549 -3.6142 2.5187
H 4.6618 -1.8060 -0.0360
H 2.4283 -1.9209 0.2094
H 3.7069 -1.1181 1.8908
C -0.8210 -2.0445 2.6246
C 0.0373 -0.7995 2.6455
O -0.7364 0.3932 2.4555
C -1.3160 0.8757 3.5582
O -1.2277 0.4263 4.6582
C -2.0966 2.1648 3.2164
F -2.8106 2.0088 2.0998
F -1.2255 3.1644 3.0208
F -2.9070 2.4884 4.2070
H -1.4098 -2.0853 1.7073
H -0.1887 -2.9300 2.6802
H -1.5088 -2.0602 3.4684
H 0.7350 -0.8004 1.8032
H 0.6065 -0.7184 3.5730
C 2.2400 -7.2026 4.7451
C 3.4475 -7.3761 3.8526
O 4.4512 -8.2040 4.4628
C 4.2679 -9.5171 4.3298
O 3.3744 -10.0558 3.7517
C 5.4366 -10.2770 4.9974
F 5.7216 -9.7654 6.1957
F 6.5254 -10.1706 4.2239
F 5.1338 -11.5567 5.1358
H 2.5359 -6.8088 5.7179
H 1.5336 -6.5113 4.2865
H 1.7332 -8.1531 4.9049
H 3.9526 -6.4234 3.6851
H 3.1729 -7.8010 2.8862
C -2.6554 4.9023 -0.0243
C -2.2261 4.5918 -1.4395
O -3.3597 4.2656 -2.2732
C -4.0080 5.2963 -2.7967
O -3.7528 6.4541 -2.6492
C -5.1475 4.7799 -3.7001
F -5.8207 3.7936 -3.1044
F -4.6397 4.3118 -4.8480
F -5.9939 5.7605 -3.9908
H -3.2298 4.0744 0.3905
H -1.7761 5.0625 0.5996
H -3.2705 5.8003 0.0148
H -1.6004 3.7023 -1.4752
H -1.6800 5.4201 -1.8887
C -3.7781 8.5118 -7.0216
C -3.3200 7.3074 -6.2306
O -2.2457 6.6140 -6.9069
C -1.0305 7.0983 -6.7192
O -0.7114 8.0374 -6.0529
C -0.0029 6.2133 -7.4614
F -0.4084 5.9111 -8.6949
F 0.1651 5.0642 -6.7841
F 1.1718 6.8255 -7.5376
H -4.0668 8.2171 -8.0305
H -4.6369 8.9683 -6.5309
H -2.9864 9.2566 -7.0955
H -4.1192 6.5750 -6.1478
H -3.0009 7.5805 -5.2256

No. 4
Molecular formula: C36H61I2N2O8
Method: DFT, ωB97M-V with the def2-TZVPD basis set

Summary:
F_max in eV/A: 7.0
Energy in eV: -73866.618
Total charge: +1
E_LUMO in eV: -3.59

Element x y z (Å)
C -1.4039 -2.6647 3.1125
C -1.6605 -2.2249 1.8896
C -2.5374 -1.7393 0.6302
N -3.6507 -2.4645 -0.0046
C -4.2143 -1.6737 -1.1001
C -5.4409 -2.2170 -1.9904
C -6.2440 -2.4913 -3.0140
N -3.4681 -0.4026 -1.2480
C -3.7067 0.6847 -2.2461
C -5.1332 1.4679 -2.0313
C -2.4376 -0.4075 -0.2049
C -1.3034 0.6501 0.2131
I -2.0132 2.7475 0.2058
C 0.1098 0.4605 -0.5702
C 1.3662 1.1716 0.2335
I 0.1421 1.2740 -2.5924
H -1.2147 -3.0362 4.1954
H -3.9071 -3.3969 0.3651
H -7.1034 -2.7258 -3.7621
H -2.8441 1.4316 -2.3679
H -3.8165 0.1548 -3.2822
H -5.6062 1.2190 -0.9927
H -5.0542 2.6023 -2.2029
H -5.8951 1.0565 -2.8130
H -1.0623 0.4366 1.3364
H 0.3770 -0.6770 -0.5753
H 2.2840 0.4487 0.2166
H 1.7057 2.1051 -0.3595
H 1.1267 1.3810 1.3390
C -3.4730 -7.6924 2.6680
C -2.8181 -6.4059 2.2414
O -3.4695 -5.3816 2.0897
C -1.3318 -6.4280 2.0089
H -4.5459 -7.5271 2.7986
H -3.3275 -8.4555 1.9005
H -3.0521 -8.0260 3.6192
H -1.0909 -7.1349 1.2119
H -0.8160 -6.7049 2.9298
H -0.9975 -5.4326 1.7066
C -8.6788 -3.7784 -0.2411
C -9.5258 -4.2083 -1.4093
O -9.1081 -4.1417 -2.5546
C -10.9080 -4.7235 -1.1105
H -7.7090 -3.4300 -0.6057
H -9.1676 -2.9590 0.2907
H -8.5168 -4.6238 0.4314
H -11.4958 -3.9461 -0.6173
H -10.8448 -5.6108 -0.4766
H -11.4029 -4.9961 -2.0461
C 4.7645 4.5756 1.5940
C 3.6284 4.5682 0.6064
O 3.5952 3.7681 -0.3158
C 2.5359 5.5846 0.7996
H 5.4778 3.7899 1.3315
H 5.2779 5.5392 1.5624
H 4.3842 4.3814 2.5994
H 2.9506 6.5925 0.7324
H 2.0564 5.4349 1.7701
H 1.7846 5.4624 0.0151
C 2.7002 -1.9331 -2.7597
C 4.1017 -2.2515 -3.2089
O 4.9159 -2.7398 -2.4439
C 4.4582 -1.9435 -4.6388
H 2.5864 -2.2075 -1.7073
H 2.5105 -0.8623 -2.8645
H 1.9813 -2.5056 -3.3504
H 4.3466 -0.8734 -4.8275
H 3.8176 -2.5163 -5.3133
H 5.4985 -2.2246 -4.8212
C 3.6583 -5.7528 3.2785
C 2.4927 -6.5527 2.7616
O 1.3965 -6.0408 2.5936
C 2.7304 -8.0082 2.4595
H 3.3410 -4.7214 3.4523
H 4.0089 -6.1749 4.2229
H 4.4642 -5.7516 2.5413
H 3.0398 -8.5305 3.3675
H 3.4951 -8.1071 1.6859
H 1.8034 -8.4587 2.0951
C 4.3868 10.3313 -1.5609
C 4.3912 8.8310 -1.4384
O 3.5039 8.2411 -0.8403
C 5.5304 8.0871 -2.0809
H 3.5077 10.7339 -1.0507
H 5.2830 10.7447 -1.0932
H 4.3423 10.6178 -2.6139
H 6.4757 8.4008 -1.6367
H 5.5364 8.2741 -3.1558
H 5.4029 7.0140 -1.9125
C 8.2829 11.8077 -3.9324
C 8.2890 10.3072 -3.8110
O 7.4032 9.7155 -3.2138
C 9.4294 9.5643 -4.4542
H 7.4034 12.2088 -3.4220
H 9.1785 12.2220 -3.4642
H 8.2379 12.0951 -4.9853
H 10.3760 9.8789 -4.0091
H 9.4353 9.7521 -5.5302
H 9.3032 8.4916 -4.2866
C -4.5141 -3.6205 4.5803
C -4.0047 -3.6805 5.9951
O -3.0940 -2.9594 6.3714
C -4.6607 -4.6635 6.9277
H -3.9485 -2.8685 4.0240
H -4.3786 -4.5894 4.0956
H -5.5695 -3.3384 4.5764
H -4.5322 -5.6794 6.5473
H -5.7224 -4.4279 7.0290
H -4.1916 -4.5966 7.9127

No. 5
Molecular formula: C18H90BrNO40
Method: DFT, ωB97M-V with the def2-TZVPD basis set

Summary:
F_max in eV/A: 1.5
Energy in eV: -173559.974
Total charge: 0
E_LUMO in eV: -0.33

Element x y z (Å)
C -1.3336 2.8703 -0.4998
C -1.7886 2.0753 0.2727
C -2.1891 1.0557 1.2480
C -1.0022 0.7871 2.1460
C -0.9442 1.4479 3.3473
C 0.0941 1.2464 4.2331
Br 0.1770 2.1137 5.9162
C 1.0871 0.3802 3.8653
C 1.0300 -0.2937 2.6428
C -0.0078 -0.1231 1.7549
C -0.0621 -0.8946 0.4565
C 1.2845 -1.0767 -0.2718
C 1.0280 -1.2681 -1.7878
C 1.2309 0.0023 -2.6257
C 1.7977 -0.3491 -3.9946
O 2.1610 0.8779 -4.6981
C 1.2162 1.3752 -5.5040
C 1.7028 2.4221 -6.4538
O 0.0520 1.0358 -5.4648
C 2.2649 -1.1891 2.6463
O 2.4465 -2.2897 2.2333
N 3.2245 -0.4319 3.4519
C 2.3513 -0.0778 4.5531
O 2.5795 -0.2244 5.7179
H -1.1095 3.6459 -1.1854
H -2.4581 0.1814 0.6652
H -3.0457 1.4367 1.7929
H -1.7423 2.1207 3.6103
H -0.5485 -1.8521 0.6353
H -0.7100 -0.3379 -0.2171
H 1.9735 -0.2549 -0.0909
H 1.6865 -2.0275 0.0530
H 1.6446 -2.0905 -2.1434
H 0.0063 -1.6316 -1.8634
H 1.9541 0.6207 -2.0981
H 0.2629 0.4903 -2.7193
H 2.7310 -0.8845 -3.8413
H 1.1451 -0.9904 -4.5752
H 2.2123 1.9208 -7.2803
H 0.8355 2.9501 -6.8262
H 2.4150 3.0807 -5.9640
H 3.3545 0.4429 2.9426
O -2.4759 4.0831 2.5512
H -3.1556 4.1145 1.8622
H -1.9566 4.8808 2.4148
O -2.5817 0.7739 7.4776
H -2.7719 0.6926 8.4223
H -1.6941 1.1477 7.4554
O 1.6147 -5.5855 2.0959
H 2.3317 -4.9447 2.0550
H 1.2453 -5.4635 2.9787
O 3.1779 1.8101 -9.1321
H 2.6623 1.8156 -9.9459
H 3.9555 1.2828 -9.3430
O 4.5492 1.2502 -2.4016
H 3.8625 1.3715 -3.0625
H 5.1303 2.0118 -2.5400
O 2.6306 -2.9025 6.9257
H 2.5719 -2.0201 6.5383
H 3.2914 -2.8149 7.6180
O -1.5694 -1.1139 -3.8993
H -1.0655 -0.5004 -4.4504
H -2.4938 -0.9041 -4.0793
O 0.5106 -4.1986 4.7923
H 1.2549 -3.5884 4.7904
H 0.1418 -4.1157 5.6780
O -4.1057 3.0185 -2.2807
H -4.0315 3.8505 -2.7586
H -3.2979 2.9601 -1.7581
O 2.4638 -4.2934 -1.8769
H 2.8404 -5.1160 -2.2047
H 2.5992 -4.3488 -0.9261
O -2.9258 -3.5101 -5.2321
H -3.1573 -3.7177 -4.3199
H -2.1200 -2.9839 -5.1483
O 4.3833 -3.0065 -4.4607
H 4.1197 -3.1932 -3.5494
H 5.2007 -2.4993 -4.3705
O -4.8384 3.3692 0.7177
H -5.4390 2.6940 1.0484
H -4.7217 3.1585 -0.2208
O 4.6546 1.2165 1.0021
H 4.1956 1.2131 0.1492
H 5.4554 0.7070 0.8261
O -4.6950 1.8306 3.6477
H -4.0019 2.4937 3.5647
H -5.0183 1.9447 4.5519
O 2.5663 3.1372 0.8551
H 2.2816 3.3904 1.7381
H 3.4149 2.6882 0.9887
O 0.6565 3.5022 -3.1127
H 0.9762 2.6718 -3.4753
H 0.8276 3.4147 -2.1683
O -0.4831 1.3828 -9.0738
H -0.1417 0.5520 -9.4184
H -0.3430 1.3163 -8.1229
O -4.6741 -5.6065 -3.7455
H -5.2331 -6.3920 -3.7283
H -4.2745 -5.6116 -4.6245
O -2.3402 2.0106 10.0699
H -2.4854 2.8834 9.6954
H -1.6458 2.1519 10.7269
O -5.2238 3.2459 6.1063
H -4.6369 3.6297 6.7629
H -6.0954 3.5999 6.3238
O -2.6541 -2.5984 7.7756
H -2.5530 -1.7000 7.4349
H -1.9562 -2.6808 8.4323
O 4.2895 -2.0435 -7.1895
H 4.0558 -2.2465 -6.2707
H 5.1018 -1.5344 -7.1168
O -0.0145 3.4354 11.8862
H 0.0800 4.3313 11.5408
H 0.6817 3.3496 12.5442
O 7.1085 1.0392 -0.8148
H 6.4668 1.1825 -1.5190
H 7.7234 1.7757 -0.8845
O -2.8200 0.9444 -6.9484
H -2.9605 1.8190 -7.3236
H -2.1191 1.0767 -6.3000
O -4.6694 -0.8927 1.2082
H -4.5590 -1.6904 1.7364
H -4.6504 -0.1776 1.8586
O 6.4063 3.3669 -3.3667
H 6.2232 4.0521 -4.0167
H 7.0653 2.8065 -3.7915
O -8.2682 4.5806 6.2250
H -9.2189 4.4355 6.2523
H -8.0878 4.7882 5.3016
O -4.0180 -1.5187 -1.8500
H -4.5426 -2.1348 -2.3717
H -4.5098 -1.4227 -1.0253
O -2.1530 -6.2839 -2.3735
H -1.6480 -5.6797 -2.9259
H -3.0795 -6.0822 -2.5796
O -1.3362 5.5549 10.2336
H -2.2931 5.4526 10.2534
H -1.1325 5.7358 9.3099
O 1.6572 -6.7427 -0.6625
H 1.1339 -7.3536 -1.1903
H 1.1413 -6.6186 0.1458
O -7.4997 -6.2522 -3.5494
H -8.0168 -6.8826 -4.0615
H -7.9851 -6.1621 -2.7231
O 5.0296 0.9833 -5.1950
H 4.0690 0.9117 -5.1233
H 5.1886 1.1558 -6.1284
O 6.7964 -1.7141 -2.3661
H 6.7953 -2.5067 -1.8204
H 6.8517 -0.9880 -1.7297

No. 6
Molecular formula: C5H14
Method: DFT, ωB97M-V with the def2-TZVPD basis set

Summary:
F_max in eV/A: 1.8
Energy in eV: -5411.650
Energy above the lowest of the compared OMol25 structures with the same formula, charge and spin in kcal/mol: 9.21
Total charge: 0
E_LUMO in eV: 1.15

Element x y z (Å)
C 0.1549 -2.0584 -2.2478
C -0.8610 -1.8858 -1.1128
C -0.5899 -0.6695 -0.2438
H 0.5523 -1.0978 -2.5817
H -0.3144 -2.5470 -3.0989
H 0.9876 -2.7073 -1.9514
H -1.8698 -1.8611 -1.5313
H -0.8352 -2.7720 -0.4717
H -0.1494 0.1646 -0.7868
H -1.4685 -0.2248 0.2297
H 0.0438 -0.9112 0.6066
C 1.2033 1.7421 1.6182
C -0.0122 2.6332 1.8668
H 1.9662 1.6497 2.3907
H 0.9772 0.7967 1.1428
H 1.8288 2.2135 0.8414
H -0.6488 2.2298 2.6455
H 0.3425 3.6414 2.0737
H -0.5590 2.6956 0.9273

Which value of energy does entry 3 give?
-79935.109 eV

What is the F_max in the fifth record?
1.5 eV/A

Number 2 is which compound?
C21H43N2OP3SYb

Which of these has the lowest F_max?
C19H29F12NO8P